{
  "formula": "C44H79FN8O3",
  "method": "ωB97M-V/def2-TZVPD",
  "elements": ["C", "C", "O", "O", "C", "C", "C", "C", "C", "C", "C", "C", "C", "C", "C", "C", "C", "C", "C", "N", "C", "C", "F", "N", "C", "O", "H", "H", "H", "H", "H", "H", "H", "H", "H", "H", "H", "H", "H", "H", "H", "H", "H", "H", "H", "H", "H", "H", "H", "H", "H", "H", "H", "H", "H", "H", "H", "H", "H", "H", "H", "H", "H", "C", "C", "C", "C", "N", "H", "H", "H", "H", "H", "H", "H", "C", "C", "C", "C", "N", "H", "H", "H", "H", "H", "H", "H", "C", "C", "C", "C", "N", "H", "H", "H", "H", "H", "H", "H", "C", "C", "C", "C", "N", "H", "H", "H", "H", "H", "H", "H", "C", "C", "C", "C", "N", "H", "H", "H", "H", "H", "H", "H", "C", "C", "C", "C", "N", "H", "H", "H", "H", "H", "H", "H"],
  "positions_angstrom": [[9.00043, 1.11288, 1.45766], [9.50239, 1.56671, 0.11203], [10.56832, 2.10965, 0.02622], [8.77309, 1.40189, -1.04466], [8.75609, 0.01641, -1.45807], [7.63750, -0.78452, -0.76647], [6.70348, -1.53374, -1.72665], [5.38128, -1.86252, -1.03353], [4.33725, -2.49995, -1.96785], [3.37797, -3.41656, -1.19620], [2.15457, -2.67930, -0.59659], [0.82467, -3.31219, -1.03276], [-0.39237, -3.00841, -0.13521], [-1.66850, -2.83646, -1.02822], [-2.53710, -1.69467, -0.35243], [-2.43640, -0.41694, -1.20487], [-2.36945, 0.90524, -0.42127], [-3.73131, 1.52743, -0.12374], [-4.47478, 2.08823, -1.35320], [-3.57979, 2.58846, -2.40442], [-3.94666, -2.22562, -0.12894], [-4.72610, -2.47157, -1.43529], [-3.89480, -3.44322, 0.57483], [-1.89920, -1.56494, 0.96795], [-0.48654, -1.66337, 0.59795], [0.34276, -0.84380, 0.84117], [9.14178, 0.02888, 1.50706], [9.52555, 1.61538, 2.26218], [7.92238, 1.27110, 1.53065], [8.66665, 0.00154, -2.54312], [9.72305, -0.43588, -1.21256], [7.03677, -0.06186, -0.20574], [8.04974, -1.47922, -0.03116], [6.52565, -0.96577, -2.64532], [7.21227, -2.45862, -2.02450], [5.57892, -2.48785, -0.15810], [4.97685, -0.91822, -0.64914], [3.78549, -1.71749, -2.49231], [4.88072, -3.12276, -2.68661], [3.90102, -3.96403, -0.40831], [2.99125, -4.17104, -1.89124], [2.22734, -2.57026, 0.48551], [2.17781, -1.65976, -0.99467], [0.63375, -3.09223, -2.08436], [0.97464, -4.39876, -0.99689], [-0.57812, -3.84174, 0.54286], [-1.41566, -2.56420, -2.05496], [-2.17534, -3.79572, -1.16340], [-3.26119, -0.36212, -1.91888], [-1.52389, -0.49127, -1.80275], [-1.82522, 0.81460, 0.51836], [-1.79306, 1.61084, -1.02410], [-3.56503, 2.35747, 0.56854], [-4.39945, 0.83130, 0.39469], [-5.20983, 1.36813, -1.74358], [-5.06745, 2.94125, -1.01164], [-3.20443, 1.78090, -2.89195], [-4.14463, 3.08666, -3.08194], [-4.55392, -1.53872, 0.46616], [-4.13290, -2.24710, -2.31982], [-5.65517, -1.90251, -1.42832], [-5.00918, -3.52499, -1.48608], [-2.02142, -2.42917, 1.49370], [-1.30169, -0.02267, 5.41708], [-0.64070, -0.02811, 4.04271], [-0.16745, 1.35381, 3.58889], [-1.27994, 2.27965, 3.38186], [-2.15412, 3.00713, 3.21909], [-2.21016, 0.58194, 5.41869], [-1.57827, -1.03613, 5.70969], [-0.62604, 0.37365, 6.17806], [-1.33191, -0.43590, 3.30320], [0.22531, -0.69308, 4.07053], [0.38132, 1.25563, 2.65018], [0.52539, 1.77710, 4.31899], [-5.28535, 6.64988, -5.50161], [-6.38858, 5.91597, -6.25568], [-7.27090, 5.06111, -5.33991], [-6.52843, 3.96355, -4.72500], [-5.94318, 3.10416, -4.23700], [-4.58906, 5.95159, -5.03467], [-4.71441, 7.28009, -6.18311], [-5.70182, 7.28951, -4.72143], [-5.94674, 5.29112, -7.03382], [-7.02487, 6.64640, -6.75845], [-8.09764, 4.63975, -5.91442], [-7.71332, 5.67963, -4.55706], [-8.49283, -5.40395, 3.39646], [-7.62344, -5.25550, 2.15610], [-6.82539, -3.94700, 2.14472], [-7.69566, -2.77548, 2.05627], [-8.37909, -1.85500, 1.97901], [-9.24208, -4.62620, 3.47319], [-8.99608, -6.35921, 3.41368], [-7.85170, -5.34931, 4.28650], [-8.23992, -5.31770, 1.26172], [-6.91920, -6.08967, 2.11490], [-6.14654, -3.93996, 1.29109], [-6.20490, -3.87342, 3.03959], [13.17808, 3.19353, 0.80662], [13.63744, 4.63231, 1.01606], [14.71530, 4.77096, 2.09679], [14.21931, 4.40832, 3.42336], [13.82991, 4.12247, 4.46537], [12.70630, 2.79017, 1.70250], [12.45626, 3.14263, 0.00355], [14.02404, 2.55234, 0.54439], [12.77758, 5.25588, 1.26912], [14.04310, 5.01694, 0.07797], [15.07175, 5.80226, 2.13213], [15.57658, 4.14735, 1.85067], [-13.91174, -6.98663, 1.00681], [-13.85183, -5.46823, 1.12802], [-12.56088, -4.87322, 0.55670], [-11.37902, -5.29237, 1.30661], [-10.45090, -5.60994, 1.90516], [-13.11817, -7.46310, 1.58447], [-14.86436, -7.36052, 1.38175], [-13.81324, -7.30133, -0.03387], [-13.96075, -5.18036, 2.17500], [-14.69609, -5.03358, 0.58992], [-12.61640, -3.78350, 0.58131], [-12.44432, -5.15989, -0.49008], [6.69873, 6.33867, 0.62032], [7.47444, 5.26561, -0.13555], [6.61190, 4.05718, -0.51292], [6.13517, 3.30451, 0.63777], [5.79712, 2.68725, 1.54548], [6.33043, 5.96403, 1.57668], [7.33861, 7.19688, 0.82553], [5.84392, 6.68819, 0.03823], [8.32703, 4.94014, 0.46400], [7.87771, 5.69612, -1.05349], [7.19822, 3.37814, -1.13603], [5.75629, 4.37969, -1.11005]],
  "atomic_forces_ev_per_a": [[-1.01, -0.52, -0.70], [0.93, 0.73, 0.11], [-0.17, 0.11, -0.13], [-0.12, -0.58, 0.41], [-0.05, -0.56, 0.51], [-0.32, 0.48, -0.43], [0.29, -0.28, 0.41], [-0.14, 0.57, -0.39], [0.67, -0.70, 0.88], [-0.79, 0.11, -0.31], [0.29, 0.38, -0.55], [0.56, -0.61, 1.02], [-0.22, 0.88, -2.22], [-0.25, -0.45, -0.35], [0.04, -2.06, 0.07], [0.30, 0.54, 0.70], [-0.26, 0.13, -0.14], [0.04, 0.44, -0.08], [-0.21, 0.17, 0.02], [0.06, -0.21, 0.32], [-1.00, 0.53, -1.03], [0.09, -0.34, 0.34], [0.29, 0.17, 0.20], [0.90, 1.24, 0.15], [-0.25, -1.01, 0.82], [0.06, 0.13, -0.10], [0.12, 0.06, 0.20], [0.14, -0.02, -0.14], [0.10, 0.07, 0.13], [-0.16, 0.21, 0.05], [0.08, 0.17, -0.16], [0.02, -0.02, -0.02], [-0.02, -0.01, -0.05], [-0.01, 0.13, 0.12], [-0.19, -0.01, -0.16], [-0.05, -0.11, -0.10], [0.00, -0.10, 0.13], [0.03, -0.14, -0.17], [-0.10, 0.17, -0.16], [0.13, 0.02, -0.12], [0.08, -0.01, 0.04], [-0.06, -0.17, -0.01], [-0.06, 0.05, 0.26], [-0.06, 0.21, 0.09], [-0.11, 0.03, -0.07], [0.13, 0.27, 0.33], [0.27, 0.21, 0.16], [-0.24, 0.13, 0.41], [0.00, -0.15, 0.03], [-0.03, -0.06, 0.03], [0.01, -0.31, -0.09], [-0.12, 0.06, 0.04], [0.03, -0.08, 0.02], [0.12, -0.04, 0.02], [0.14, -0.10, 0.01], [-0.04, -0.08, -0.03], [0.11, 0.18, -0.14], [0.09, -0.16, 0.02], [0.37, -0.06, 0.36], [-0.13, 0.06, -0.04], [0.12, 0.12, -0.22], [0.08, 0.02, 0.03], [-0.65, 0.03, -0.08], [-0.02, 0.03, -0.06], [-0.13, -0.20, 0.24], [0.15, -0.26, -0.14], [0.01, 0.15, 0.01], [0.02, -0.09, 0.01], [0.02, 0.03, 0.01], [-0.01, 0.01, 0.02], [-0.02, 0.01, 0.01], [0.05, 0.07, -0.07], [0.05, 0.07, -0.10], [-0.07, 0.05, -0.04], [-0.09, 0.09, 0.03], [0.01, -0.05, -0.04], [0.20, 0.20, 0.04], [-0.09, 0.11, -0.31], [-0.05, -0.06, 0.17], [-0.20, 0.11, -0.23], [-0.02, 0.00, 0.03], [0.01, 0.01, 0.02], [0.01, -0.01, 0.01], [-0.07, -0.05, 0.01], [-0.08, -0.07, 0.01], [0.01, -0.09, 0.06], [0.07, -0.06, 0.08], [1.20, 0.07, 0.90], [-0.10, -0.12, 0.23], [0.05, -0.32, -0.18], [0.04, 0.14, 0.06], [0.01, -0.09, -0.03], [0.05, 0.11, 0.08], [0.03, -0.06, 0.08], [0.04, 0.05, -0.02], [0.04, 0.04, -0.05], [0.09, 0.08, -0.03], [0.01, 0.12, 0.01], [-0.06, 0.11, 0.03], [0.32, 0.21, 0.06], [-0.07, -0.25, -0.10], [-0.08, 0.25, -0.23], [0.10, -0.08, 0.12], [-0.02, 0.02, -0.09], [0.00, -0.01, 0.00], [-0.01, -0.02, -0.04], [0.01, 0.00, 0.04], [0.05, 0.05, 0.05], [0.06, 0.07, 0.05], [0.01, -0.01, 0.11], [-0.03, -0.07, 0.08], [0.00, 0.03, 0.06], [-0.12, -0.25, -0.02], [-0.28, 0.19, 0.05], [0.05, 0.08, -0.08], [-1.39, -0.26, -1.08], [0.02, 0.01, -0.03], [0.01, -0.02, -0.01], [0.01, -0.01, 0.00], [0.05, 0.07, -0.02], [0.05, 0.08, -0.01], [0.12, 0.00, 0.03], [0.08, -0.06, 0.03], [0.05, -0.03, 0.03], [-0.09, 0.23, 0.20], [0.28, 0.17, -0.43], [-0.04, -0.12, 0.13], [-0.02, 0.02, 0.00], [-0.03, -0.02, -0.02], [-0.02, 0.01, 0.01], [-0.01, 0.00, 0.01], [0.01, -0.08, -0.05], [0.01, -0.11, -0.04], [-0.07, -0.10, 0.05], [-0.06, -0.02, 0.08]],
  "mulliken_charge": [-0.977, 0.533, -0.504, -0.330, -0.788, -0.256, -0.761, -0.412, -0.965, -0.940, -0.288, -1.497, 0.576, -1.595, 1.440, -1.467, -0.583, -0.486, -0.656, -0.632, 0.099, -1.666, -0.408, -0.251, -0.315, -0.518, 0.302, 0.323, 0.287, 0.480, 0.356, 0.212, 0.326, 0.403, 0.307, 0.304, 0.197, 0.389, 0.447, 0.417, 0.492, 0.350, 0.257, 0.264, 0.505, 0.521, 0.527, 0.314, 0.631, 0.412, -0.205, 0.647, 0.392, 0.050, 0.233, 0.582, 0.210, 0.306, 0.617, 0.424, 0.282, 0.481, 0.494, -1.354, 0.273, -0.384, 0.219, -0.523, 0.341, 0.383, 0.324, -0.270, 0.416, 0.144, 0.475, -1.077, -0.412, -0.458, 0.272, -0.460, 0.299, 0.319, 0.305, 0.299, 0.303, 0.299, 0.272, -1.235, -0.625, 0.283, 0.278, -0.527, 0.322, 0.346, 0.410, 0.307, 0.394, -0.266, 0.355, -0.974, -0.415, -0.450, 0.258, -0.421, 0.249, 0.305, 0.338, 0.277, 0.319, 0.286, 0.280, -1.094, -0.434, -0.430, 0.027, -0.233, 0.325, 0.319, 0.298, 0.309, 0.300, 0.277, 0.283, -1.256, -0.367, -0.109, 0.290, -0.553, 0.342, 0.368, 0.314, 0.215, 0.376, 0.018, 0.429],
  "smiles": "CC(=O)OCCCCCCCC[C@@H]1C[C@@](CCCCN)([C@@H](C)F)NC1=O.CCCC#N.CCCC#N.CCCC#N.CCCC#N.CCCC#N.CCCC#N",
  "charge": 0,
  "fmax_ev_per_a": 2.4,
  "gap_ev": 9.264,
  "homo_energy_ev": -8.6,
  "energy_ha": -2487.49716
}



{
  "formula": "C2H7N2OS",
  "method": "ωB97M-V/def2-TZVPD",
  "elements": ["C", "C", "N", "N", "O", "S", "H", "H", "H", "H", "H", "H", "H"],
  "positions_angstrom": [[-0.96343, 0.12132, 1.12905], [-0.50968, 1.52226, -0.68252], [1.05350, -1.50729, -0.49384], [-0.76469, 0.28138, -0.10420], [-1.01510, -0.82758, 2.00474], [-0.49980, 0.73650, 2.65881], [0.22239, 2.12953, -0.18472], [-0.32182, 1.41256, -1.70413], [-1.43821, 2.14284, -0.62213], [0.99125, -2.43645, -0.00832], [0.79226, -1.74176, -1.49359], [2.02838, -1.00782, -0.35392], [0.42497, -0.82550, -0.14522]],
  "atomic_forces_ev_per_a": [[1.46, 1.77, -1.61], [-1.93, 2.63, 0.59], [3.88, -2.29, -1.25], [-1.54, -2.46, 1.91], [-0.43, -1.51, -0.02], [-0.19, 0.86, 1.07], [0.81, 0.11, 0.29], [0.60, -0.11, -1.53], [0.56, -0.37, -0.21], [0.33, 1.25, -0.05], [0.74, 0.85, 1.18], [-2.02, -1.87, -0.81], [-2.25, 1.16, 0.45]],
  "mulliken_charge": [0.713, -0.921, -0.409, -0.556, -0.330, 0.000, 0.377, 0.320, 0.361, 0.413, 0.407, 0.442, 0.182],
  "e_above_lowest_ev": 2.9049,
  "charge": 1,
  "fmax_ev_per_a": 4.7,
  "gap_ev": 9.184,
  "homo_energy_ev": -13.8,
  "energy_ha": -662.98284
}



{
  "formula": "C2H5ClS",
  "method": "ωB97M-V/def2-TZVPD",
  "elements": ["C", "C", "H", "H", "H", "H", "H", "S", "Cl"],
  "positions_angstrom": [[-1.75141, 1.33067, -0.15421], [-1.61470, -0.07546, 0.33348], [0.94826, -0.06768, -0.42327], [-1.68706, 2.02296, 0.68844], [-2.74434, 1.47071, -0.60534], [-0.98299, 1.57829, -0.88223], [-2.36304, -0.38059, 1.07065], [-0.49190, -1.13888, -0.12455], [2.05272, 0.35689, 0.06288]],
  "atomic_forces_ev_per_a": [[-0.03, -0.17, -0.07], [-0.10, 0.03, -0.05], [-0.61, -0.12, -0.60], [-0.02, -0.02, 0.03], [0.18, -0.05, 0.11], [-0.01, 0.02, -0.02], [0.15, -0.01, -0.08], [-1.59, -0.67, 0.12], [2.01, 0.99, 0.56]],
  "mulliken_charge": [-0.886, 0.062, 0.195, 0.279, 0.295, 0.324, 0.295, -0.280, -0.285],
  "e_above_lowest_ev": 0.4156,
  "charge": 0,
  "fmax_ev_per_a": 2.3,
  "gap_ev": 8.752,
  "homo_energy_ev": -9.3,
  "energy_ha": -937.54293
}